[1]
{
  "formula": "C4H8N2",
  "method": "ωB97M-V/def2-TZVPD",
  "species": ["C", "C", "N", "C", "C", "N", "H", "H", "H", "H", "H", "H", "H", "H"],
  "positions_angstrom": [[1.70, -0.25, -0.20], [0.45, 0.61, -0.14], [0.13, 0.90, 1.26], [-0.68, 0.00, -0.92], [-1.68, -0.71, -0.48], [-2.59, -1.35, -0.13], [2.56, 0.29, 0.21], [1.59, -1.18, 0.37], [1.95, -0.52, -1.23], [0.69, 1.57, -0.61], [-0.46, 0.17, 1.65], [-0.40, 1.77, 1.32], [-0.59, 0.08, -2.00], [-2.68, -1.37, 0.90]],
  "nbo_charge": [-0.6014, -0.0335, -0.8226, -0.6172, 0.5959, -0.7303, 0.2104, 0.2034, 0.2040, 0.1934, 0.3377, 0.3614, 0.2679, 0.4308],
  "smiles": "C[C@H](N)C=C=N",
  "lumo_energy_ha": 0.0164,
  "charge": 0,
  "de_lowest_kj_mol": 257.5,
  "homo_lumo_gap_ev": 8.28
}

[2]
{
  "formula": "C18H58AsF6O11",
  "method": "ωB97M-V/def2-TZVPD",
  "species": ["As", "F", "F", "F", "F", "F", "F", "O", "H", "H", "O", "H", "H", "O", "H", "H", "O", "H", "H", "O", "H", "H", "C", "C", "C", "O", "H", "H", "H", "H", "H", "H", "H", "H", "C", "C", "C", "O", "H", "H", "H", "H", "H", "H", "H", "H", "C", "C", "C", "O", "H", "H", "H", "H", "H", "H", "H", "H", "C", "C", "C", "O", "H", "H", "H", "H", "H", "H", "H", "H", "C", "C", "C", "O", "H", "H", "H", "H", "H", "H", "H", "H", "C", "C", "C", "O", "H", "H", "H", "H", "H", "H", "H", "H"],
  "positions_angstrom": [[-0.50, -1.23, 1.50], [-1.73, -0.64, 2.66], [0.72, -0.09, 2.17], [0.79, -1.85, 0.37], [-1.73, -2.40, 0.92], [-1.03, -0.02, 0.32], [0.03, -2.41, 2.77], [-7.79, -0.41, 5.50], [-7.16, 0.27, 5.72], [-7.63, -1.10, 6.14], [-1.25, -4.78, 7.83], [-0.59, -4.76, 7.14], [-0.82, -5.25, 8.55], [6.31, -2.90, 0.84], [6.26, -2.50, 1.70], [5.44, -2.76, 0.46], [-4.09, 3.07, 6.10], [-3.78, 2.47, 5.42], [-3.54, 3.85, 5.99], [-7.17, -2.69, 1.29], [-7.26, -2.59, 2.24], [-6.26, -2.93, 1.15], [0.39, -11.54, -0.41], [1.50, -10.51, -0.55], [1.66, -9.58, 0.67], [2.63, -11.33, -0.66], [0.32, -12.01, -1.39], [-0.53, -11.08, -0.05], [0.59, -12.34, 0.30], [1.38, -9.96, -1.48], [2.58, -8.99, 0.69], [1.73, -10.08, 1.64], [0.89, -8.82, 0.64], [3.21, -10.88, -1.28], [-7.45, 7.23, -1.18], [-6.53, 7.60, -0.02], [-5.75, 6.41, 0.51], [-5.60, 8.52, -0.47], [-7.79, 8.14, -1.68], [-8.36, 6.79, -0.77], [-7.04, 6.55, -1.93], [-7.05, 8.14, 0.76], [-6.33, 5.68, 1.08], [-5.04, 6.72, 1.27], [-5.20, 5.96, -0.32], [-5.17, 8.92, 0.29], [1.46, -3.87, -7.21], [1.37, -5.33, -7.66], [0.73, -5.38, -9.02], [2.71, -5.88, -7.77], [1.36, -3.62, -6.15], [0.72, -3.27, -7.73], [2.39, -3.36, -7.45], [0.75, -5.86, -6.94], [1.17, -4.85, -9.87], [-0.31, -5.07, -9.11], [0.77, -6.43, -9.31], [3.21, -5.39, -8.43], [2.80, 7.57, 0.98], [3.71, 8.04, 2.14], [5.10, 7.48, 1.94], [3.80, 9.44, 2.11], [2.72, 6.48, 1.07], [3.20, 7.84, 0.00], [1.80, 8.00, 1.02], [3.41, 7.73, 3.14], [4.91, 6.40, 1.93], [5.76, 7.75, 2.76], [5.54, 7.79, 0.99], [4.34, 9.83, 2.80], [7.12, 0.50, 6.46], [5.83, 0.20, 7.24], [5.39, -1.20, 7.20], [6.02, 0.62, 8.58], [7.57, 1.43, 6.80], [6.90, 0.60, 5.40], [7.91, -0.23, 6.64], [5.03, 0.80, 6.79], [4.36, -1.26, 7.54], [5.98, -1.91, 7.78], [5.50, -1.62, 6.20], [5.14, 0.72, 8.95], [-3.90, 2.82, -6.62], [-2.34, 2.93, -6.58], [-1.80, 3.48, -7.89], [-2.01, 3.76, -5.47], [-4.32, 2.07, -7.29], [-4.34, 3.78, -6.90], [-4.31, 2.56, -5.65], [-2.07, 1.88, -6.46], [-0.72, 3.37, -7.94], [-2.11, 4.51, -8.08], [-2.44, 3.06, -8.68], [-2.06, 3.24, -4.67]],
  "mulliken_charge": [2.0035, -0.5003, -0.5032, -0.5169, -0.5004, -0.4797, -0.5042, -0.6407, 0.3230, 0.3182, -0.6395, 0.3264, 0.3132, -0.6525, 0.3142, 0.3385, -0.6469, 0.3385, 0.3089, -0.6526, 0.3169, 0.3351, -1.2949, 0.5090, -1.2389, -0.5539, 0.3068, 0.3509, 0.3321, 0.2968, 0.3355, 0.2899, 0.3514, 0.3154, -1.2548, 0.4632, -1.1859, -0.5653, 0.3272, 0.3527, 0.3158, 0.2538, 0.3432, 0.3380, 0.2937, 0.3184, -1.1480, 0.4222, -1.3482, -0.5612, 0.3108, 0.3015, 0.2953, 0.2790, 0.3675, 0.3921, 0.3502, 0.3389, -1.2074, 0.4686, -1.2448, -0.5640, 0.3735, 0.3204, 0.3128, 0.2220, 0.3248, 0.3644, 0.3169, 0.3129, -1.2711, 0.6135, -1.2659, -0.5641, 0.3421, 0.3461, 0.3079, 0.1888, 0.3445, 0.3169, 0.3194, 0.3221, -1.2549, 0.5209, -1.2894, -0.5388, 0.3690, 0.2805, 0.3445, 0.2218, 0.2942, 0.3596, 0.3597, 0.3329],
  "lumo_energy_ha": 0.0775,
  "charge": -1,
  "de_lowest_kj_mol": 301.5,
  "homo_lumo_gap_ev": 10.77
}

[3]
{
  "formula": "C4H5NO",
  "method": "ωB97M-V/def2-TZVPD",
  "species": ["C", "C", "C", "O", "C", "N", "H", "H", "H", "H", "H"],
  "positions_angstrom": [[-1.69, -0.23, -0.01], [-0.30, 0.07, 0.44], [0.52, 1.15, 0.26], [1.73, 1.29, -0.01], [2.02, -1.02, -0.30], [0.93, -1.39, -0.12], [-1.69, -1.31, -0.16], [-1.99, 0.25, -0.95], [-2.44, -0.02, 0.76], [-0.13, 2.00, 0.58], [3.05, -0.79, -0.49]],
  "nbo_charge": [-0.7085, 0.0912, 0.1932, -0.6414, 0.2581, -0.3663, 0.2653, 0.2080, 0.2399, 0.1984, 0.2620],
  "lumo_energy_ha": 0.0021,
  "charge": 0,
  "de_lowest_kj_mol": 406.8,
  "homo_lumo_gap_ev": 8.49
}

[4]
{
  "formula": "C3H3FP2",
  "method": "ωB97M-V/def2-TZVPD",
  "species": ["C", "P", "C", "P", "C", "F", "H", "H", "H"],
  "positions_angstrom": [[0.19, 2.14, 0.11], [1.56, 1.18, -0.13], [0.80, -0.39, 0.00], [-0.90, -0.62, -0.36], [-2.11, 0.36, 0.49], [-2.97, 0.93, -0.20], [0.10, 3.12, 0.28], [1.24, -1.40, -0.01], [-1.11, -1.74, 0.33]],
  "nbo_charge": [-0.5953, 0.6283, -0.8897, 0.6406, 0.1382, -0.2902, 0.1408, 0.2483, -0.0210],
  "smiles": "C#P=C[PH]#CF",
  "lumo_energy_ha": [-0.0572, -0.0594],
  "charge": 0,
  "de_lowest_kj_mol": 664.2,
  "homo_lumo_gap_ev": [6.35, 6.82]
}

[5]
{
  "formula": "C4H8N2O",
  "method": "ωB97M-V/def2-TZVPD",
  "species": ["H", "N", "C", "C", "O", "N", "C", "C", "H", "H", "H", "H", "H", "H", "H"],
  "positions_angstrom": [[-0.90, -0.47, 2.19], [-1.29, -0.97, 1.40], [-0.73, -0.77, 0.29], [-1.35, -1.24, -1.01], [-0.80, -1.75, -1.95], [0.15, 0.27, -0.12], [0.18, 1.47, 0.70], [1.42, -0.10, -0.70], [-2.45, -1.24, -0.91], [-0.84, 1.71, 1.02], [0.82, 1.36, 1.58], [0.56, 2.30, 0.09], [1.26, -0.91, -1.41], [2.12, -0.42, 0.07], [1.85, 0.75, -1.23]],
  "nbo_charge": [0.3500, -0.6412, 0.3393, 0.3999, -0.5093, -0.4500, -0.4142, -0.4155, 0.1279, 0.2117, 0.1754, 0.2088, 0.2406, 0.1765, 0.2001],
  "smiles": "[H]/N=C(/C=O)N(C)C",
  "lumo_energy_ha": 0.0215,
  "charge": 0,
  "de_lowest_kj_mol": 242.0,
  "homo_lumo_gap_ev": 9.71
}

[6]
{
  "formula": "CHO5S",
  "method": "ωB97M-V/def2-TZVPD",
  "species": ["O", "S", "O", "O", "C", "O", "O", "H"],
  "positions_angstrom": [[-0.86, -1.63, 0.33], [-0.75, -0.52, -0.57], [-1.81, 0.43, -0.75], [-0.12, -0.91, -1.85], [0.56, 0.51, 0.24], [0.33, 0.77, 1.60], [1.43, -0.01, 1.17], [1.22, 1.37, -0.18]],
  "nbo_charge": [-0.9831, 2.3876, -0.9984, -1.0331, 0.0293, -0.2815, -0.2828, 0.1620],
  "smiles": "O=S(=O)([O-])C1OO1",
  "lumo_energy_ha": 0.1521,
  "charge": -1,
  "de_lowest_kj_mol": 461.3,
  "homo_lumo_gap_ev": 9.45
}

How do the records compare in calculated total energy? In the order shown, they have -7255.206; -119276.331; -7762.310; -24445.606; -9303.885; -22123.701 eV.
How do the records compare in molecular weight? In the order shown, they have 84.1; 639.6; 83.1; 120.0; 100.1; 125.1 g mol⁻¹.